(1)
ORCA calculation (ωB97M-V/def2-TZVPD) on a 11-piece molecular cluster, C52H113N17O10P4 overall.

total energy	-138718.558	eV
charge	-1
frontier orbital gap (alpha / beta)	1.2953 / 7.9327	eV
multiplicity	2
E_LUMO (alpha / beta)	1.976 / 1.987	eV

CARTESIAN COORDINATES (ANGSTROEM)
N (1.303, -5.435, -2.785)
C (0.781, -4.223, -3.184)
C (0.712, -3.442, -2.051)
C (1.348, -4.061, -0.980)
C (1.682, -5.324, -1.457)
H (1.518, -6.229, -3.371)
H (0.514, -3.942, -4.192)
H (0.271, -2.458, -1.989)
H (1.372, -3.735, 0.050)
H (2.146, -6.151, -0.939)
N (-6.580, -0.626, 4.946)
C (-5.956, 0.227, 4.123)
C (-6.770, 0.372, 3.031)
C (-7.998, -0.218, 3.274)
C (-7.807, -0.959, 4.478)
H (-6.231, -0.875, 5.861)
H (-5.015, 0.687, 4.387)
H (-6.583, 1.068, 2.227)
H (-8.920, -0.137, 2.718)
H (-8.380, -1.670, 5.054)
N (2.378, -0.480, 6.846)
C (2.842, 0.038, 5.707)
C (1.782, 0.252, 4.861)
C (0.616, 0.020, 5.581)
C (0.999, -0.422, 6.827)
H (2.998, -0.568, 7.639)
H (3.907, 0.098, 5.534)
H (1.801, 0.610, 3.843)
H (-0.357, 0.106, 5.120)
H (0.356, -0.707, 7.646)
N (-0.795, 6.564, 4.538)
C (-1.321, 7.145, 3.386)
C (-1.893, 6.173, 2.705)
C (-1.677, 4.987, 3.364)
C (-1.110, 5.265, 4.579)
H (-0.514, 7.094, 5.350)
H (-1.274, 8.217, 3.271)
H (-2.386, 6.383, 1.767)
H (-2.054, 4.061, 2.956)
H (-0.932, 4.643, 5.443)
N (-1.750, -5.303, 2.420)
C (-1.396, -5.259, 3.781)
C (-0.273, -4.452, 3.949)
C (0.153, -4.039, 2.706)
C (-0.718, -4.659, 1.751)
H (-2.507, -5.840, 2.023)
H (-2.004, -5.794, 4.496)
H (0.175, -4.155, 4.885)
H (0.949, -3.329, 2.538)
H (-0.747, -4.650, 0.672)
O (0.378, -0.453, -0.325)
P (-0.894, 0.342, -0.318)
N (-1.462, 0.632, -1.912)
C (-1.983, -0.464, -2.786)
C (-0.788, 1.640, -2.706)
N (-0.875, 1.838, 0.487)
C (-1.877, 2.905, 0.177)
C (0.234, 2.161, 1.353)
N (-2.238, -0.446, 0.441)
C (-3.556, 0.091, 0.316)
C (-1.986, -1.295, 1.625)
H (-1.203, -1.221, -2.861)
H (-2.178, -0.087, -3.790)
H (-2.827, -0.993, -2.344)
H (-1.475, 2.439, -2.985)
H (-0.332, 1.298, -3.635)
H (-0.018, 2.021, -2.036)
H (-1.426, 3.887, 0.035)
H (-2.495, 2.644, -0.683)
H (-2.570, 2.974, 1.015)
H (-0.062, 2.806, 2.181)
H (0.663, 1.230, 1.724)
H (0.890, 2.692, 0.663)
H (-3.734, 0.687, -0.579)
H (-4.262, -0.737, 0.246)
H (-3.899, 0.712, 1.144)
H (-1.613, -0.661, 2.430)
H (-1.193, -2.032, 1.497)
H (-2.871, -1.816, 1.990)
O (6.598, -0.684, 0.713)
P (5.786, -1.792, 1.303)
N (5.464, -3.199, 0.305)
C (5.050, -4.491, 0.880)
C (4.881, -3.022, -1.078)
N (4.293, -1.187, 1.623)
C (3.240, -2.023, 2.333)
C (3.815, -0.027, 0.886)
N (6.340, -2.417, 2.793)
C (6.384, -1.577, 3.953)
C (7.479, -3.350, 2.755)
H (5.570, -4.837, 1.773)
H (5.223, -5.303, 0.174)
H (3.976, -4.401, 1.037)
H (4.923, -1.947, -1.249)
H (3.863, -3.414, -1.088)
H (5.467, -3.585, -1.805)
H (2.731, -1.552, 3.174)
H (2.463, -2.115, 1.574)
H (3.672, -2.975, 2.640)
H (4.648, 0.632, 0.642)
H (3.353, -0.289, -0.066)
H (3.119, 0.587, 1.458)
H (5.536, -0.895, 4.019)
H (6.568, -2.185, 4.838)
H (7.230, -0.892, 3.898)
H (7.303, -4.277, 2.210)
H (7.633, -3.716, 3.770)
H (8.376, -2.867, 2.366)
O (5.246, -0.429, -6.329)
P (3.904, -0.340, -5.662)
N (3.902, -0.054, -4.007)
C (2.736, -0.513, -3.180)
C (5.217, 0.298, -3.272)
N (3.198, -1.888, -5.862)
C (2.016, -2.138, -6.771)
C (3.861, -3.169, -5.364)
N (2.788, 0.780, -6.260)
C (1.441, 1.114, -5.697)
C (3.306, 1.834, -7.146)
H (2.616, -1.583, -3.351)
H (1.901, 0.075, -3.562)
H (2.959, -0.294, -2.136)
H (5.881, 0.950, -3.839)
H (5.712, -0.587, -2.870)
H (4.948, 0.945, -2.437)
H (2.212, -2.879, -7.546)
H (1.129, -2.566, -6.304)
H (1.694, -1.224, -7.271)
H (3.134, -3.979, -5.406)
H (4.694, -3.413, -6.023)
H (4.209, -3.028, -4.341)
H (0.994, 0.164, -5.406)
H (1.585, 1.891, -4.947)
H (0.724, 1.478, -6.433)
H (3.671, 1.341, -8.047)
H (4.161, 2.283, -6.639)
H (2.540, 2.563, -7.412)
O (-0.284, 8.677, -0.105)
P (0.585, 7.905, -1.046)
N (-0.324, 6.909, -2.097)
C (-1.596, 7.361, -2.748)
C (0.253, 5.656, -2.671)
N (1.690, 6.778, -0.292)
C (1.036, 5.733, 0.599)
C (2.837, 7.327, 0.398)
N (1.514, 8.856, -2.169)
C (1.363, 10.272, -2.221)
C (2.139, 8.224, -3.359)
H (-2.271, 7.702, -1.963)
H (-1.923, 6.593, -3.448)
H (-1.360, 8.234, -3.357)
H (0.574, 5.721, -3.711)
H (-0.492, 4.860, -2.679)
H (1.198, 5.346, -2.225)
H (0.021, 5.518, 0.264)
H (1.648, 4.877, 0.882)
H (0.851, 6.134, 1.595)
H (2.464, 7.944, 1.216)
H (3.388, 6.502, 0.849)
H (3.450, 8.014, -0.186)
H (1.193, 10.636, -1.208)
H (2.304, 10.568, -2.684)
H (0.456, 10.525, -2.771)
H (1.369, 7.994, -4.095)
H (2.590, 7.292, -3.018)
H (2.964, 8.824, -3.741)
C (-7.022, -0.691, -1.146)
C (-6.409, -1.711, -2.035)
O (-5.418, -2.420, -1.346)
C (-4.648, -3.296, -1.911)
O (-4.633, -3.516, -3.099)
O (-3.997, -3.971, -0.947)
C (-3.168, -5.072, -1.352)
H (-6.302, 0.031, -0.761)
H (-7.560, -1.201, -0.346)
H (-7.790, -0.152, -1.700)
H (-6.058, -1.313, -2.988)
H (-7.228, -2.384, -2.288)
H (-2.157, -4.838, -1.685)
H (-3.599, -5.832, -2.005)
H (-3.170, -5.689, -0.454)
C (-5.826, -3.116, 2.331)
C (-6.692, -4.292, 2.207)
O (-6.406, -5.353, 3.085)
C (-5.460, -6.227, 2.821)
O (-4.551, -6.099, 1.980)
O (-5.506, -7.187, 3.707)
C (-4.472, -8.139, 3.740)
H (-4.743, -3.235, 2.308)
H (-6.018, -2.670, 3.308)
H (-6.104, -2.389, 1.568)
H (-6.739, -4.622, 1.169)
H (-7.718, -4.041, 2.479)
H (-4.559, -8.838, 2.908)
H (-4.509, -8.623, 4.716)
H (-3.534, -7.588, 3.669)

Cartesian forces, eV/Å:
0.7 0.5 0.5
-0.3 0.0 0.8
-0.3 1.5 -0.9
-0.3 -2.0 -0.2
0.0 0.0 0.2
0.0 0.3 0.1
-0.1 -0.5 0.1
0.2 0.1 -0.1
0.2 0.1 -0.2
-0.1 0.0 -0.1
0.1 -0.4 1.2
0.6 0.1 -0.6
0.3 2.3 -0.6
-0.3 -2.3 1.9
-0.7 0.9 -1.0
0.0 -0.2 -0.2
0.0 -0.2 -0.2
0.1 -0.1 -0.1
0.2 -0.3 -0.2
-0.3 0.2 -0.2
-0.6 0.4 1.4
0.9 -0.2 -1.9
0.9 0.9 -0.6
-0.3 -0.6 0.3
-0.6 -0.2 0.1
-0.6 -0.2 0.1
-0.1 0.1 0.0
0.3 0.0 0.1
-0.2 -0.1 0.5
0.4 -0.1 0.1
-0.1 2.1 0.6
1.4 2.0 2.5
-0.8 0.5 -2.8
-1.2 -2.3 0.3
0.2 -1.3 -0.4
0.1 -0.1 -0.3
0.1 -0.2 -0.2
0.0 -0.5 -0.1
0.1 -0.2 0.5
0.2 0.0 -0.2
3.0 0.5 1.6
-0.7 0.2 -0.6
-1.3 -0.9 1.0
-1.1 -0.9 -2.6
-0.1 0.9 0.8
0.0 0.1 0.0
0.0 0.2 0.1
-0.1 -0.2 0.0
0.0 -0.3 -0.3
0.2 0.3 0.1
-1.0 0.9 0.9
-1.6 -0.7 -0.2
-0.8 -0.6 0.0
0.8 -0.2 1.3
0.2 0.5 1.0
-1.2 -0.5 -1.6
0.3 -1.0 0.7
0.1 0.2 -0.9
1.9 -0.8 -1.3
-1.1 -0.1 -0.1
0.6 0.8 -0.1
0.1 -0.2 -0.3
-0.3 0.1 0.3
-0.3 0.4 -0.1
-0.1 0.2 0.0
0.1 -0.5 0.2
0.3 0.6 -0.5
0.3 -0.1 -0.1
0.3 0.0 -0.1
-0.1 0.2 0.1
-0.1 0.0 0.0
0.3 0.2 0.0
1.0 0.2 0.8
0.5 -0.1 -0.2
-0.1 -0.1 0.1
0.2 0.2 0.4
-0.2 0.1 0.5
-0.2 0.0 -0.6
-0.2 0.2 -0.4
-0.2 -1.4 -0.1
-0.4 -0.3 -0.6
1.3 0.1 0.6
-0.3 0.5 -0.4
0.8 0.4 1.9
-1.2 0.0 2.0
0.7 0.9 -1.7
0.4 0.4 -0.1
-0.4 -1.5 -1.7
0.6 1.1 -0.1
-0.3 0.0 0.2
-0.2 0.6 0.1
0.0 0.1 -0.4
-0.2 -0.6 0.3
-0.2 -0.1 -0.5
-0.2 0.3 0.0
0.2 0.2 -0.1
0.6 0.4 0.2
-0.2 -0.7 0.0
-0.2 0.1 -0.1
0.1 -0.2 0.1
-0.4 -0.2 0.1
-0.2 -0.3 0.2
-0.3 -0.5 0.1
-0.5 0.0 0.1
0.4 0.2 0.0
-0.2 0.4 -0.4
0.3 0.3 0.2
0.2 -0.1 0.1
-1.1 1.5 0.8
0.0 -1.8 0.1
2.2 0.1 0.6
1.4 0.6 -1.1
-2.0 0.0 -0.3
-1.9 -0.7 -0.3
0.9 0.2 0.4
-0.6 1.9 -0.8
-1.0 0.1 -1.0
1.4 -1.0 -0.5
0.8 -1.1 0.2
-0.4 0.0 0.3
-0.3 -0.5 0.7
-0.3 0.0 -0.1
-0.1 -0.6 -0.6
0.2 0.1 -0.3
-0.3 -0.2 0.3
0.7 0.1 -0.2
0.0 0.2 0.8
0.3 0.0 0.1
-0.1 0.1 0.1
0.1 0.0 0.1
0.0 -0.1 0.0
-0.1 0.3 0.8
-0.5 -0.3 0.5
0.5 0.2 -0.5
0.1 0.3 -0.2
0.0 0.6 -0.3
0.1 -0.1 0.2
1.0 -0.1 -1.1
0.0 -1.0 -1.1
0.7 -1.3 0.3
2.0 0.6 0.7
-0.1 0.5 -0.2
-1.4 -0.5 -0.7
-0.3 1.7 0.3
-0.5 0.7 0.6
0.0 -2.1 1.5
-0.3 -0.3 0.4
-0.7 -0.4 1.6
-0.4 -0.5 -0.3
-0.4 -0.1 0.5
-0.1 0.2 -0.2
-0.3 0.6 -0.5
0.0 -0.1 0.4
-0.4 0.0 0.7
0.4 -0.5 -0.4
0.2 -0.2 -1.2
-0.1 0.7 0.2
0.1 0.1 0.5
0.3 0.1 -0.3
0.1 -0.5 -0.4
0.4 0.3 -0.1
-0.3 1.1 0.1
0.2 0.5 -0.5
0.2 0.1 -0.4
0.0 -0.2 -0.2
-0.3 0.3 -0.1
-0.2 0.5 0.4
-0.9 -0.2 -1.4
0.0 1.0 2.2
0.0 -1.4 -1.2
0.5 -0.1 0.2
0.3 0.1 -0.9
-0.3 -1.3 1.0
-0.1 -0.1 0.1
0.2 0.2 0.3
0.1 0.1 -0.1
0.4 0.1 0.1
0.1 -0.5 -0.2
-0.2 0.5 0.1
-0.6 0.9 -0.8
0.7 0.4 0.4
0.7 1.5 1.0
-0.9 -0.2 -1.4
-0.1 -1.2 0.6
2.8 1.3 -1.5
-2.0 -0.4 1.1
-1.3 -0.4 0.8
0.9 0.3 -0.1
-0.1 -0.6 -0.4
0.0 0.3 0.0
0.0 0.1 0.0
0.2 -0.4 0.0
0.0 0.2 0.0
0.0 -0.1 0.1
-0.2 -0.1 -0.2
0.2 -0.3 -0.1


(2)
ORCA calculation (ωB97M-V/def2-TZVPD) on C12H36InO16P4 as an isolated structure.

total energy	-88074.356	eV
charge	+4
frontier orbital gap (alpha / beta)	3.7972 / 3.0948	eV
multiplicity	2
E_LUMO (alpha / beta)	-16.351 / -17.011	eV

CARTESIAN COORDINATES (ANGSTROEM)
In (1.701, -0.186, -0.324)
C (1.326, 0.049, 5.059)
O (0.025, 0.171, 4.655)
P (-0.328, 1.190, 3.433)
O (0.317, 0.843, 2.128)
O (0.167, 2.599, 4.078)
C (-0.458, 3.361, 5.077)
O (-1.982, 1.269, 3.437)
C (-2.724, 1.279, 2.178)
H (1.325, 0.293, 6.121)
H (2.023, 0.755, 4.608)
H (1.605, -0.969, 4.786)
H (-0.463, 4.405, 4.765)
H (-0.121, 3.288, 6.111)
H (-1.498, 3.080, 5.247)
H (-3.366, 0.407, 2.298)
H (-2.136, 1.102, 1.277)
H (-3.384, 2.146, 2.211)
C (-1.157, 4.735, 0.713)
O (-1.181, 4.484, -0.704)
P (-0.250, 3.406, -1.355)
O (-0.131, 2.168, -0.578)
O (1.104, 4.215, -1.636)
C (1.019, 5.618, -1.778)
O (-0.908, 3.144, -2.843)
C (-1.291, 4.237, -3.583)
H (-0.861, 5.771, 0.876)
H (-0.384, 4.128, 1.184)
H (-2.046, 4.621, 1.335)
H (1.930, 5.989, -2.249)
H (0.721, 6.124, -0.860)
H (0.163, 5.976, -2.351)
H (-2.034, 4.819, -3.037)
H (-1.761, 3.902, -4.508)
H (-0.551, 4.931, -3.981)
C (4.531, -3.018, -5.524)
O (3.935, -2.358, -4.490)
P (2.283, -2.330, -4.157)
O (1.938, -1.762, -2.807)
O (1.628, -1.606, -5.508)
C (0.712, -0.548, -5.375)
O (1.981, -3.953, -4.467)
C (0.798, -4.506, -3.898)
H (3.852, -2.961, -6.375)
H (4.776, -4.048, -5.264)
H (5.497, -2.551, -5.718)
H (0.481, -0.365, -4.325)
H (-0.164, -0.509, -6.022)
H (1.219, 0.288, -5.855)
H (0.036, -3.772, -3.637)
H (1.009, -5.018, -2.959)
H (0.375, -5.207, -4.618)
C (0.648, -4.324, 3.826)
O (-0.336, -3.280, 3.589)
P (-0.590, -2.887, 2.086)
O (0.507, -2.219, 1.382)
O (-1.157, -4.225, 1.386)
C (-1.689, -4.185, 0.037)
O (-1.887, -1.866, 2.285)
C (-2.833, -2.437, 3.225)
H (1.500, -3.673, 4.020)
H (0.716, -5.058, 3.023)
H (0.466, -5.042, 4.625)
H (-0.902, -4.145, -0.716)
H (-2.122, -3.189, -0.049)
H (-2.245, -5.046, -0.333)
H (-3.843, -2.033, 3.155)
H (-2.681, -2.011, 4.217)
H (-2.850, -3.503, 3.449)

Cartesian forces, eV/Å:
-1.3 -0.1 0.6
1.9 0.5 0.3
-1.9 1.1 -1.3
-3.5 1.3 -1.7
-0.2 0.5 2.1
0.6 -2.3 -0.6
-2.5 0.9 0.9
4.5 -0.1 0.3
-1.2 -1.1 0.4
0.1 -0.8 0.5
-0.2 0.0 -0.4
0.2 -0.5 0.7
0.5 0.0 0.0
1.4 -0.2 -0.2
-0.2 -0.2 -0.7
-0.1 0.1 -0.3
0.2 0.5 0.3
0.5 0.2 -0.3
1.3 0.7 1.3
-1.2 -1.0 1.0
-0.1 3.9 -5.4
0.9 -2.8 1.3
-1.0 -2.4 0.8
-0.7 2.3 -0.3
2.2 -1.7 4.0
-1.9 2.3 -2.3
0.0 0.1 -0.3
0.1 -0.1 -0.1
-0.7 -0.4 -1.1
-0.1 -0.1 0.4
1.1 -0.2 0.6
0.2 -0.6 -0.8
0.0 0.1 -0.1
-0.2 -0.4 0.3
0.7 -0.4 0.6
0.2 1.0 -1.6
-1.9 0.7 1.7
-1.7 -1.8 -1.4
0.8 -0.7 -2.2
1.8 -2.7 2.5
0.1 2.4 -0.1
1.3 4.0 0.7
-1.3 -0.7 0.7
0.1 -0.7 -0.4
-0.1 -0.9 0.2
0.2 0.1 0.1
-0.2 0.1 -0.3
-0.3 -1.5 0.1
0.3 0.5 0.6
0.1 0.3 -0.3
0.4 -0.2 -0.2
0.2 0.0 0.0
1.0 -0.1 0.2
-0.6 -0.7 -0.9
-4.0 -0.4 0.8
1.5 1.2 -1.4
0.6 0.5 0.5
1.1 1.5 -0.8
1.6 -2.1 -0.3
-1.3 1.1 2.3
0.7 -1.2 -0.1
0.3 0.7 -0.7
-0.7 1.0 0.7
0.8 -0.1 0.3
-1.1 -0.5 -0.3
-0.6 0.1 1.3
-0.1 -0.3 -1.5
1.0 0.1 0.2
0.2 -0.1 -1.1


(3)
ORCA calculation (ωB97M-V/def2-TZVPD) on one molecule with the formula C4H5NO.

total energy	-7762.263	eV
energy relative to the best compared isomer or geometry (same formula, charge and spin)	4.264	eV
charge	0
frontier orbital gap	8.7428	eV
E_LUMO	0.481	eV

CARTESIAN COORDINATES (ANGSTROEM)
O (-0.317, -2.123, -0.068)
C (-0.099, -0.776, -0.079)
C (-0.529, 0.254, -0.880)
C (0.005, 1.483, -0.360)
C (0.877, 1.370, 0.721)
N (0.688, -0.230, 0.939)
H (-0.871, -2.338, -0.841)
H (-1.196, 0.153, -1.733)
H (-0.232, 2.458, -0.785)
H (0.233, 0.505, 1.708)
H (1.442, -0.757, 1.378)

Cartesian forces, eV/Å:
-0.3 0.4 -0.5
-0.1 0.9 -0.1
0.2 -0.7 0.5
0.5 0.1 0.6
-0.7 -0.4 -0.9
0.0 0.2 0.2
0.3 0.0 0.5
0.2 0.0 0.2
0.1 -0.3 0.1
0.0 -0.5 -0.4
-0.3 0.2 -0.2